(1)
Molecular formula: C6H14BrN2O2
Method: DFT, ωB97M-V/def2-TZVPD

HOMO-LUMO gap   0.2933 hartree
LUMO energy   0.1209 hartree
ΔE to the lowest compared entry with this formula, charge and spin   1.6423 eV
Energy   -3071.10671 a.u.

The geometry in ORCA input format:
```
! RIJCOSX wB97M-V def2-TZVPD def2/J DEFGRID3
* xyz -1 1
Br 22.80 7.80 3.27
O 18.71 9.45 -0.17
O 26.38 4.98 -0.30
N 24.36 5.35 0.78
N 20.50 8.23 0.37
C 25.69 5.49 0.59
C 19.01 8.95 2.05
C 23.49 4.62 -0.10
C 26.32 6.45 1.61
C 19.35 8.92 0.62
C 20.99 8.10 -0.95
H 23.38 3.71 0.11
H 18.09 9.63 2.32
H 19.74 9.32 2.69
H 27.34 6.07 1.68
H 26.34 7.56 1.44
H 23.88 4.64 -1.17
H 24.10 5.92 1.63
H 21.47 7.15 -0.94
H 21.52 8.99 -1.32
H 21.17 8.04 1.02
H 20.24 8.10 -1.64
H 18.79 7.88 2.40
H 22.54 5.09 -0.10
H 25.90 6.20 2.63
*
```

natural (NBO) atomic charge list, values in e, 5 entries: -0.966 -0.621 -0.677 -0.631 -0.632

(2)
Molecular formula: C6H14Cl2OSi
Method: DFT, ωB97M-V/def2-TZVPD

HOMO-LUMO gap (alpha / beta)   0.2393 / 0.3335 hartree
LUMO energy (alpha / beta)   -0.0281 / 0.0168 hartree
ΔE to the lowest compared entry with this formula, charge and spin   0.0000 eV
Energy   -1521.98619 a.u.

The geometry in ORCA input format:
```
! RIJCOSX wB97M-V def2-TZVPD def2/J DEFGRID3
* xyz 0 1
Cl 5.05 1.20 -0.33
Cl 3.33 -2.00 -0.06
Si -0.71 -0.27 0.06
O 0.59 1.57 1.74
C 3.44 0.67 0.50
C 2.79 -0.34 -0.36
C -2.39 -0.01 0.84
C 0.48 0.25 1.47
C -0.42 0.96 -1.31
C -0.14 -1.99 -0.46
H 3.87 0.46 1.40
H 2.74 -0.03 -1.36
H -3.29 -0.49 0.32
H -2.44 -0.37 1.85
H 1.25 -0.42 1.94
H -0.46 -2.27 -1.41
H 3.02 1.69 0.42
H 0.90 -2.04 -0.45
H -2.71 0.95 0.72
H 0.73 1.18 -1.49
H -0.86 0.71 -2.24
H 0.07 2.28 1.35
H -0.89 1.97 -1.22
H -0.55 -2.78 0.18
*
```

natural (NBO) atomic charge list, values in e, 5 entries: -0.177 -0.022 1.530 -0.709 -0.389